1.
49
Properties=species:S:1:pos:R:3:nbo_charge:R:1 method="wB97M-V/def2-TZVPD" multiplicity=1 total_energy_ha=-1277.33935 gap_ev=7.63 homo_ev=-7.40
C -7.232 -2.882 1.776 -0.26
H -6.368 -2.782 2.468 0.20
O -7.366 -1.572 1.005 -0.48
C -6.447 -1.107 0.327 0.37
C -5.184 -1.756 0.109 -0.34
C -4.307 -0.978 -0.410 -0.20
C -4.643 0.177 -0.933 -0.05
C -5.867 0.827 -1.122 -0.20
C -6.864 0.152 -0.383 -0.26
H -7.778 0.460 -0.218 0.20
H -6.161 1.933 -1.472 0.23
C -3.584 1.139 -1.952 -0.24
N -2.394 1.287 -1.062 -0.39
C -2.679 2.461 0.063 -0.04
C -1.766 2.771 0.779 -0.26
C -0.517 2.240 0.946 -0.30
C -0.123 1.198 -0.100 0.15
N 1.024 0.697 -0.307 -0.55
C 2.354 1.051 0.214 0.78
O 2.346 1.745 1.334 -0.62
N 3.206 0.168 -0.351 -0.60
C 4.475 0.191 0.279 0.12
C 5.407 -0.652 -0.538 -0.20
C 6.699 -0.848 -0.105 0.25
C 7.291 0.014 0.528 -0.28
C 6.550 0.722 1.470 -0.15
C 5.139 0.652 1.172 -0.24
H 4.535 1.668 1.701 0.23
H 6.803 1.238 2.405 0.24
H 8.368 -0.274 1.112 0.23
O 7.473 -1.663 -1.105 -0.54
C 8.801 -1.976 -0.920 -0.20
H 9.211 -2.640 -1.504 0.18
H 9.368 -1.145 -0.944 0.16
H 8.970 -2.407 0.219 0.13
H 5.064 -1.149 -1.376 0.20
H 3.038 -0.412 -1.215 0.45
H 0.995 0.133 -0.912 0.36
C -1.190 0.953 -1.079 0.58
O -1.040 0.207 -1.877 -0.67
H 0.401 2.512 1.667 0.28
H -2.142 3.579 1.908 0.19
H -3.816 2.686 0.079 0.22
H -3.054 0.249 -2.563 0.26
H -4.000 1.981 -2.427 0.22
H -3.095 -1.354 -0.545 0.22
H -4.854 -2.614 0.785 0.22
H -6.845 -3.811 1.029 0.18
H -8.203 -3.069 2.047 0.21

---

2.
49
Properties=species:S:1:pos:R:3:nbo_charge:R:1 method="wB97M-V/def2-TZVPD" multiplicity=1 total_energy_ha=-1278.09892 smiles="C=CCN(C(=O)Nc1ccccc1)[C@@H]1CC(=O)N(c2ccc(OC)cc2)C1=O" gap_ev=8.93 homo_ev=-8.24
C 0.339 4.233 1.323 -0.38
C -0.299 3.098 1.107 -0.20
C -0.475 2.029 2.147 -0.26
N -0.127 0.711 1.628 -0.46
C 1.035 0.530 0.914 0.81
O 1.098 -0.273 -0.004 -0.65
N 2.129 1.288 1.241 -0.63
C 2.551 1.785 2.475 0.15
C 3.461 2.839 2.497 -0.24
C 3.912 3.344 3.701 -0.19
C 3.468 2.804 4.897 -0.23
C 2.580 1.742 4.879 -0.21
C 2.124 1.227 3.679 -0.22
C -1.199 -0.160 1.173 -0.12
C -1.022 -1.620 1.578 -0.50
C -1.266 -2.419 0.310 0.72
O -1.360 -3.613 0.223 -0.56
N -1.367 -1.529 -0.740 -0.49
C -1.439 -1.935 -2.099 0.08
C -0.567 -1.377 -3.027 -0.17
C -0.635 -1.767 -4.345 -0.25
C -1.564 -2.727 -4.757 0.31
O -1.541 -3.043 -6.080 -0.49
C -2.440 -4.015 -6.556 -0.25
C -2.426 -3.286 -3.819 -0.33
C -2.365 -2.885 -2.495 -0.12
C -1.271 -0.206 -0.364 0.74
O -1.362 0.750 -1.088 -0.58
H 0.442 4.980 0.556 0.20
H 0.776 4.465 2.281 0.19
H -0.724 2.863 0.141 0.23
H 0.126 2.256 3.032 0.22
H -1.523 1.992 2.458 0.22
H 2.830 1.282 0.512 0.42
H 3.806 3.258 1.563 0.22
H 4.614 4.164 3.706 0.22
H 3.820 3.201 5.836 0.22
H 2.243 1.303 5.807 0.22
H 1.453 0.382 3.668 0.22
H -2.148 0.241 1.540 0.23
H -1.697 -1.944 2.369 0.24
H 0.002 -1.818 1.900 0.25
H 0.157 -0.649 -2.701 0.24
H 0.029 -1.349 -5.084 0.23
H -2.279 -4.983 -6.072 0.18
H -3.480 -3.705 -6.414 0.18
H -2.236 -4.108 -7.622 0.20
H -3.151 -4.031 -4.103 0.22
H -3.032 -3.325 -1.771 0.22

---

3.
52
Properties=species:S:1:pos:R:3:mulliken_spin:R:1 method="wB97M-V/def2-TZVPD" multiplicity=3 total_energy_ha=-1870.74156 gap_ev="8.16 / 6.80" homo_ev="-7.88 / -7.93"
Pt 0.078 -0.134 0.074 1.53
C -3.510 -0.410 -2.550 0.01
C -2.723 -0.568 -1.269 0.01
O -1.682 0.101 -1.190 0.06
C -3.201 -1.477 -0.255 -0.02
C -4.369 -2.238 -0.469 -0.01
C -4.807 -3.166 0.436 0.01
C -4.045 -3.408 1.592 0.00
C -2.899 -2.702 1.832 0.03
C -2.459 -1.669 0.956 0.02
O -1.454 -0.958 1.329 0.16
H -2.985 0.294 -3.190 0.00
H -4.511 -0.030 -2.348 0.00
H -3.591 -1.367 -3.065 0.00
H -4.936 -2.097 -1.379 0.00
H -5.716 -3.723 0.256 0.00
H -4.364 -4.170 2.292 0.00
H -2.291 -2.875 2.710 0.00
N 0.611 -1.562 -1.478 0.04
C 1.364 -2.427 -1.638 0.06
N 2.207 -3.400 -1.835 0.00
C 2.742 -3.649 -3.177 0.00
C 4.239 -3.904 -3.073 0.00
C 4.492 -5.078 -2.127 0.00
C 3.923 -4.758 -0.743 0.00
C 2.436 -4.433 -0.822 0.00
H 2.520 -2.792 -3.810 0.00
H 2.244 -4.529 -3.600 0.00
H 4.725 -3.010 -2.674 0.00
H 4.649 -4.096 -4.066 0.00
H 5.561 -5.285 -2.056 0.00
H 4.019 -5.981 -2.527 0.00
H 4.456 -3.901 -0.324 0.00
H 4.062 -5.602 -0.066 0.00
H 2.065 -4.059 0.131 0.00
H 1.873 -5.333 -1.098 0.00
O 2.224 -2.172 1.136 0.02
C 2.392 -1.058 1.610 0.03
N 1.816 0.090 1.137 0.05
S 2.098 1.408 2.104 0.00
O 0.912 1.729 2.843 0.00
O 2.726 2.461 1.361 0.00
C 3.290 0.565 3.121 0.01
C 4.135 1.073 4.083 0.00
C 5.016 0.191 4.696 0.00
C 5.019 -1.159 4.358 0.00
C 4.161 -1.655 3.386 0.00
C 3.307 -0.769 2.753 -0.01
H 4.110 2.125 4.338 0.00
H 5.712 0.556 5.438 0.00
H 5.712 -1.828 4.851 0.00
H 4.153 -2.702 3.112 0.00

---

4.
68
Properties=species:S:1:pos:R:3:nbo_charge:R:1 method="wB97M-V/def2-TZVPD" multiplicity=1 total_energy_ha=-3708.17874 gap_ev=5.75 homo_ev=-10.29 total_charge=+1
Au -1.293 0.268 -0.371 1.52
F 1.296 -3.579 -1.297 -0.59
Te 1.173 -1.797 -0.816 3.35
F 2.402 -1.224 -2.077 -0.60
F 0.010 -1.671 -2.288 -0.62
F 2.734 -1.913 0.187 -0.60
F -1.769 -1.574 -0.463 -0.60
O 0.637 -0.048 -0.335 -1.07
F -1.289 7.026 -0.443 -0.32
C -0.099 6.407 -0.314 0.97
F 0.461 6.828 0.816 -0.30
F 0.666 6.783 -1.338 -0.30
C -0.312 4.908 -0.311 -0.05
C -0.397 4.211 0.883 -0.19
C -0.657 2.858 0.838 0.07
N -0.840 2.229 -0.330 -0.45
C -0.747 2.893 -1.488 0.06
C -0.475 4.244 -1.514 -0.15
H -0.258 4.701 1.835 0.27
H -0.718 2.259 1.735 0.24
H -0.893 2.326 -2.396 0.24
H -0.402 4.756 -2.462 0.26
O 2.107 -10.872 0.806 -0.66
C 2.499 -9.771 0.126 0.77
O 3.423 -9.826 -0.633 -0.54
C 1.722 -8.515 0.377 -0.19
C 2.370 -7.302 0.171 -0.15
C 1.706 -6.103 0.356 -0.16
C 0.374 -6.120 0.754 -0.22
S -0.599 -4.656 0.964 0.57
C -0.287 -7.325 0.965 -0.22
C 0.386 -8.519 0.763 -0.19
H 1.456 -10.640 1.478 0.48
H 3.402 -7.314 -0.152 0.24
H 2.215 -5.168 0.184 0.23
H -1.321 -7.334 1.285 0.22
H -0.155 -9.448 0.896 0.22
C -4.927 6.729 -3.230 -0.62
C -4.421 6.218 -1.890 -0.66
S -4.258 4.456 -1.808 2.17
O -3.579 3.972 -2.992 -0.97
O -3.690 4.106 -0.523 -0.98
C -5.939 3.836 -1.858 -0.69
C -5.989 2.320 -2.049 -0.21
N -5.109 1.604 -1.113 -0.31
C -3.940 1.048 -1.477 0.48
N -3.256 0.720 -0.382 -0.51
C -3.991 1.055 0.721 0.00
C -5.140 1.599 0.269 0.17
N -6.236 2.068 1.073 0.53
O -7.240 2.433 0.489 -0.38
O -6.067 2.051 2.266 -0.32
C -3.496 0.786 -2.869 -0.70
H -4.888 7.817 -3.231 0.25
H -5.961 6.441 -3.415 0.21
H -4.307 6.362 -4.045 0.24
H -5.052 6.503 -1.046 0.25
H -3.407 6.562 -1.674 0.27
H -6.433 4.305 -2.709 0.27
H -6.431 4.150 -0.939 0.27
H -5.649 2.063 -3.049 0.24
H -7.009 1.971 -1.920 0.27
H -3.679 0.868 1.734 0.27
H -4.268 0.244 -3.414 0.26
H -2.609 0.154 -2.855 0.26
H -3.285 1.719 -3.391 0.28
O 0.312 -2.319 0.870 -0.51
O 0.675 -3.597 1.341 -0.37

---

5.
54
Properties=species:S:1:pos:R:3:mulliken_spin:R:1 method="wB97M-V/def2-TZVPD" multiplicity=2 total_energy_ha=-1946.71138 gap_ev="6.60 / 6.73" homo_ev="-11.48 / -11.31" total_charge=+1
Re -0.124 -0.488 0.292 0.87
O 1.850 -3.877 -0.773 0.06
C 1.545 -2.774 -0.397 -0.03
N 0.330 -2.164 -0.590 0.02
C -0.711 -2.928 -1.247 0.01
C -1.788 -1.970 -1.639 0.00
C -2.843 -2.322 -2.462 0.00
C -3.772 -1.363 -2.819 0.00
C -3.610 -0.057 -2.367 0.00
C -2.542 0.229 -1.553 0.00
N -1.666 -0.714 -1.164 0.02
C 2.483 -1.842 0.308 0.05
C 3.800 -2.170 0.531 -0.01
C 4.635 -1.215 1.089 0.02
C 4.121 0.042 1.372 -0.01
C 2.788 0.298 1.122 0.04
N 1.969 -0.636 0.627 -0.03
H -1.121 -3.677 -0.560 0.00
H -0.315 -3.461 -2.112 0.00
H -2.919 -3.340 -2.820 0.00
H -4.604 -1.621 -3.461 0.00
H -4.297 0.728 -2.649 0.00
H -2.348 1.232 -1.207 0.00
H 4.138 -3.158 0.250 0.00
H 5.675 -1.439 1.283 0.00
H 4.741 0.825 1.783 0.00
H 2.363 1.270 1.308 0.00
O -0.224 -3.289 2.183 0.00
Cl -0.838 -1.990 2.226 -0.01
O -1.049 -1.545 3.594 0.00
O -2.120 -1.981 1.494 0.02
O 0.663 0.544 3.095 0.00
C 0.005 1.658 2.605 0.01
N -0.947 1.311 1.505 -0.04
C -2.293 1.065 2.093 -0.01
C -1.046 2.495 0.604 0.01
C -0.038 2.409 -0.506 -0.03
C 0.354 3.544 -1.205 0.00
C 1.224 3.438 -2.279 0.00
C 1.707 2.190 -2.651 0.00
C 1.335 1.060 -1.937 -0.03
C 0.455 1.147 -0.856 0.06
H -0.544 2.204 3.377 0.00
H 0.759 2.321 2.182 0.00
H 0.087 0.022 3.684 0.00
H -2.694 2.001 2.492 0.00
H -2.234 0.334 2.891 0.01
H -2.963 0.681 1.326 0.00
H -0.937 3.411 1.192 0.00
H -2.062 2.527 0.206 0.00
H -0.026 4.517 -0.911 0.00
H 1.527 4.324 -2.822 0.00
H 2.383 2.099 -3.491 0.00
H 1.737 0.097 -2.235 0.01

---

6.
54
Properties=species:S:1:pos:R:3:mulliken_spin:R:1 method="wB97M-V/def2-TZVPD" multiplicity=2 total_energy_ha=-2687.11558 gap_ev="6.24 / 5.69" homo_ev="-3.75 / -3.92" total_charge=-1
Pb 0.565 -0.405 0.074 0.00
N -0.963 1.020 1.775 -0.01
C -0.189 1.965 2.593 0.00
C 0.942 2.651 1.766 0.00
N 1.944 1.730 1.264 0.00
H -1.615 1.581 1.188 0.00
H -1.509 0.414 2.370 0.00
H 0.282 1.475 3.449 0.00
H -0.798 2.789 3.014 0.00
H 1.392 3.438 2.358 0.00
H 0.472 3.194 0.911 0.00
H 2.411 1.345 2.088 0.00
H 2.659 2.216 0.727 0.00
C 3.462 -0.951 5.350 0.10
C 3.961 -0.732 4.035 -0.06
C 3.154 -1.046 2.934 0.10
C 1.846 -1.476 3.160 -0.08
C 1.344 -1.643 4.469 0.10
C 2.164 -1.390 5.568 -0.05
N 1.006 -1.815 2.117 0.36
N -0.009 -2.563 2.550 0.26
C -1.061 -2.821 1.721 -0.05
C -2.166 -3.582 2.218 0.08
C -3.310 -3.764 1.479 -0.02
C -3.315 -3.311 0.122 0.12
C -2.163 -2.683 -0.364 -0.05
N -1.062 -2.413 0.410 0.13
H 4.110 -0.666 6.143 0.01
H 4.972 -0.252 3.918 0.00
H 3.496 -0.836 1.925 0.00
H 0.344 -2.116 4.588 0.02
H 1.703 -1.469 6.601 0.00
H -2.102 -3.967 3.256 0.01
H -4.201 -4.233 1.901 0.00
H -4.152 -3.372 -0.567 0.01
H -2.128 -2.263 -1.367 0.00
O -0.919 2.146 -8.612 0.00
C -1.519 2.835 -7.580 0.00
O -2.133 3.835 -7.857 0.00
C -1.407 2.361 -6.162 0.00
C -0.305 1.672 -5.653 0.00
C -0.151 1.334 -4.297 0.00
C -1.168 1.708 -3.374 0.00
S -1.149 1.499 -1.700 0.00
C -2.322 2.388 -3.931 0.00
C -2.408 2.753 -5.255 0.00
H -0.807 1.181 -8.343 0.00
H 0.484 1.423 -6.343 0.00
H 0.706 0.723 -4.017 0.00
H -3.178 2.536 -3.243 0.00
H -3.238 3.380 -5.608 0.00
S 3.527 -0.680 -1.363 0.00
C 2.319 -1.732 -1.082 0.01
Cl 2.181 -3.411 -1.324 0.00